(1)
The molecule C28H34N4O7. Source: the Open Molecules 2025 dataset; level of theory: wB97M-V/def2-TZVPD.

ORCA input file:
```
! wB97M-V def2-TZVPD RIJCOSX def2/J DEFGRID3
* xyz 0 1
C -2.3948 -3.8708 -2.7012
H -3.0458 -4.2876 -1.9262
O -1.0424 -3.9107 -2.3172
C -0.6784 -3.2297 -1.1993
C -1.5186 -2.4893 -0.4040
C -1.0374 -1.8217 0.7313
C 0.3127 -1.8961 1.0701
C 1.1699 -2.6575 0.2709
C 0.6994 -3.3114 -0.8522
O 1.4637 -4.0474 -1.6830
C 2.8440 -4.1627 -1.4155
H 3.2505 -4.7523 -2.2352
H 3.3357 -3.1862 -1.3905
H 3.0265 -4.6825 -0.4702
H 2.2117 -2.7335 0.5223
N 0.7719 -1.2117 2.1784
C -0.0557 -0.4712 2.9879
O 0.3603 0.1138 3.9668
N -1.3938 -0.4326 2.6450
C -1.9494 -1.0090 1.5127
O -3.1194 -0.8208 1.2259
C -2.1958 0.5489 3.3623
H -3.2331 0.3668 3.0767
H -2.0625 0.3956 4.4343
C -1.7563 1.9728 2.9694
C -1.4535 1.9671 1.4819
O -0.3583 1.6304 1.0513
N -2.4698 2.3185 0.6847
H -3.3840 2.4985 1.0724
C -2.4499 2.1236 -0.7462
H -1.5287 1.5939 -0.9998
H -2.4608 3.0963 -1.2513
C -3.6831 1.3117 -1.1646
H -3.7453 0.4212 -0.5282
C -3.6699 0.9602 -2.6633
H -3.4520 -0.0918 -2.8290
C -5.0712 1.3546 -3.1313
H -5.1010 1.6731 -4.1704
C -5.4042 2.4838 -2.1587
H -6.4734 2.6443 -2.0164
O -4.8636 2.0733 -0.9213
H -4.9407 3.4261 -2.4885
H -5.7674 0.5283 -2.9879
H -2.9148 1.5563 -3.1777
H -2.5371 2.6880 3.2217
H -0.8402 2.2184 3.5077
C 2.1879 -1.1754 2.4802
H 2.5620 -2.1779 2.7077
H 2.3050 -0.5504 3.3712
C 3.0313 -0.5864 1.3383
O 4.0656 -1.1225 0.9934
N 2.5217 0.5431 0.8144
C 3.0949 1.2800 -0.2421
C 3.7375 0.6409 -1.2928
C 4.2881 1.3752 -2.3267
C 4.1997 2.7592 -2.3364
C 3.5522 3.3869 -1.2794
C 3.0011 2.6761 -0.2261
C 2.3309 3.3826 0.9116
H 2.3834 4.4600 0.7783
H 1.2834 3.0907 0.9732
H 2.8086 3.1244 1.8564
H 3.4836 4.4663 -1.2732
C 4.8092 3.5683 -3.4414
H 5.7768 3.9605 -3.1265
H 4.9633 2.9597 -4.3290
H 4.1741 4.4137 -3.6982
H 4.7880 0.8627 -3.1356
H 3.8134 -0.4338 -1.2937
H 1.6635 0.9278 1.1944
H -2.5709 -2.3895 -0.6138
H -2.4630 -4.4828 -3.5989
H -2.7164 -2.8500 -2.9325
*
```

Largest force on an atom in hartree/bohr: 0.0186
DFT total energy in eV: -49883.521
Relative energy (zero: lowest compared OMol25 entry of this formula, charge and spin) in kcal/mol: 4.6
SMILES string: COc1cc2c(=O)n(CCC(=O)NC[C@@H]3CCCO3)c(=O)n(CC(=O)Nc3ccc(C)cc3C)c2cc1OC
Kohn-Sham gap in eV: 8.6603
Highest occupied orbital energy in Ha: -0.2963

***

(2)
A cluster of 14 separate species, C56H112O28S14 in total. Source: the Open Molecules 2025 dataset; level of theory: wB97M-V/def2-TZVPD.

ORCA input file:
```
! wB97M-V def2-TZVPD RIJCOSX def2/J DEFGRID3
* xyz 0 1
C -17.2756 -1.2507 15.5899
C -16.7769 -2.3485 16.5384
C -15.4522 -3.0076 16.0391
S -14.6663 -1.6456 15.0507
O -14.6758 -2.1315 13.6800
O -13.4056 -1.2685 15.6923
C -16.0355 -0.4094 15.2842
H -18.0413 -0.7106 16.1468
H -17.7335 -1.7431 14.7320
H -17.5654 -3.0753 16.7337
H -16.6341 -1.8852 17.5146
H -15.6499 -3.8056 15.3234
H -14.7780 -3.3091 16.8407
H -16.0555 0.3965 14.5506
H -15.6801 0.1277 16.1636
C -14.2226 5.8926 18.0470
C -12.9893 5.6084 18.7860
C -13.2800 4.4834 19.7592
S -14.5318 3.3669 18.9614
O -15.6886 3.3832 19.8372
O -13.9814 2.1154 18.4701
C -14.7828 4.5887 17.5704
H -14.0831 6.4643 17.1295
H -14.9040 6.2332 18.8265
H -12.6388 6.5222 19.2659
H -12.1937 5.1923 18.1680
H -13.7989 4.9299 20.6074
H -12.4565 3.7934 19.9433
H -15.8378 4.5463 17.2998
H -14.2500 4.2341 16.6881
C -24.8178 5.0667 19.0517
C -25.0055 3.6547 18.5591
C -23.6083 3.1147 18.1598
S -22.5614 4.6516 17.9562
O -22.0391 4.6619 16.5765
O -21.7027 4.8215 19.1664
C -23.9792 5.7844 18.0916
H -24.3116 5.1008 20.0164
H -25.7991 5.4794 19.2856
H -25.5691 3.7416 17.6302
H -25.5275 2.9913 19.2487
H -23.5857 2.7596 17.1294
H -23.0259 2.4061 18.7487
H -24.4650 5.9345 17.1274
H -23.5950 6.7784 18.3208
C -23.3985 0.7111 20.9369
C -23.8260 -0.2656 21.9815
C -24.8830 0.3941 22.9122
S -24.9268 2.1535 22.5662
O -24.6330 2.7732 23.8584
O -26.0787 2.4898 21.7348
C -23.3579 2.0644 21.5288
H -23.9776 0.5259 20.0322
H -22.3956 0.4064 20.6378
H -23.0208 -0.7280 22.5525
H -24.2363 -1.1628 21.5180
H -24.5296 0.3480 23.9423
H -25.8926 -0.0165 22.9301
H -22.6099 2.0464 22.3215
H -23.2844 2.8911 20.8223
C -19.4688 -2.4624 24.8632
C -18.7283 -3.8380 24.7877
C -18.3305 -4.0650 23.3178
S -18.5364 -2.5712 22.2510
O -19.7125 -2.9112 21.4291
O -17.3244 -2.0578 21.6777
C -19.0433 -1.5283 23.7498
H -19.3839 -2.0682 25.8759
H -20.4531 -2.8049 24.5440
H -19.4417 -4.5784 25.1494
H -17.8423 -3.7830 25.4204
H -18.7484 -4.9441 22.8271
H -17.2602 -4.2540 23.2352
H -19.5265 -0.6227 23.3829
H -18.1581 -1.0951 24.2155
C -14.7861 -0.3860 25.9964
C -13.3733 -0.6012 26.4073
C -13.2104 -2.1260 26.6411
S -14.0680 -2.8953 25.1649
O -14.8774 -4.0993 25.4277
O -13.1940 -2.7820 23.9815
C -15.2631 -1.4798 25.0475
H -14.9222 0.5587 25.4698
H -15.4430 -0.3133 26.8631
H -13.0625 0.0365 27.2349
H -12.7650 -0.3077 25.5517
H -13.7394 -2.3554 27.5661
H -12.2918 -2.7085 26.7110
H -16.1721 -1.9097 25.4683
H -15.5421 -1.1731 24.0395
C -20.2103 1.1001 13.8435
C -19.4095 1.5812 12.5656
C -18.4062 2.6924 12.7813
S -19.1774 3.6885 14.2326
O -19.7913 4.9619 13.9137
O -18.1608 3.6845 15.2833
C -20.5332 2.3826 14.6425
H -19.7649 0.2545 14.3676
H -21.1493 0.6122 13.5820
H -20.0380 2.0382 11.8013
H -18.9717 0.7402 12.0278
H -18.2358 3.3261 11.9110
H -17.4509 2.3195 13.1509
H -21.4560 2.8668 14.3229
H -20.7598 2.4128 15.7083
C -19.2196 1.9961 25.7414
C -20.1312 2.9659 25.0915
C -21.4433 3.1367 25.8453
S -21.7549 1.4375 26.5102
O -22.1451 0.4444 25.5097
O -22.4099 1.4613 27.7726
C -19.9644 1.2536 26.7720
H -18.3278 2.4007 26.2200
H -18.9396 1.3023 24.9488
H -20.5011 2.5977 24.1346
H -19.5073 3.8448 24.9291
H -22.2854 3.3893 25.2009
H -21.2901 3.8746 26.6328
H -19.7069 0.2129 26.9688
H -19.8807 1.8447 27.6840
C -24.4639 -1.9166 16.5206
C -24.2836 -2.2747 17.9850
C -22.8406 -2.1365 18.4572
S -21.8376 -1.2395 17.2070
O -20.5645 -1.9955 17.0292
O -21.8345 0.2239 17.4424
C -23.0635 -1.7096 15.8164
H -25.0098 -0.9736 16.4943
H -25.1324 -2.6119 16.0128
H -24.6492 -3.2800 18.1942
H -24.9448 -1.6289 18.5628
H -22.4095 -3.1139 18.2403
H -22.6130 -1.8685 19.4889
H -22.6067 -2.6134 15.4132
H -23.0975 -0.8132 15.1973
C -21.4920 5.9817 23.3923
C -22.6209 5.3622 22.5303
C -24.0137 5.7906 22.9965
S -23.7390 7.5257 23.5214
O -24.3487 7.7874 24.8319
O -23.9342 8.4890 22.3908
C -21.8982 7.3819 23.7424
H -20.5828 6.0638 22.7966
H -21.4361 5.3831 24.3015
H -22.4540 4.2855 22.5002
H -22.5598 5.7220 21.5033
H -24.2920 5.1901 23.8625
H -24.8481 5.7259 22.2981
H -21.7749 7.6727 24.7857
H -21.3401 8.1654 23.2299
C -16.5713 5.4762 25.2320
C -16.4330 4.2817 24.1845
C -16.1967 4.8074 22.7658
S -16.7973 6.5944 22.9421
O -18.2746 6.5621 22.9283
O -16.1016 7.4875 21.9892
C -16.1545 6.8064 24.6288
H -15.9475 5.3232 26.1126
H -17.6026 5.4623 25.5844
H -17.2449 3.5553 24.1480
H -15.7045 3.5422 24.5171
H -16.7318 4.3612 21.9275
H -15.1361 4.9737 22.5771
H -16.5746 7.7598 24.9494
H -15.0816 6.9983 24.6152
C -18.0174 6.7733 18.1895
C -18.7678 6.4397 16.8344
C -19.2718 7.6884 16.2418
S -20.1132 8.5987 17.6527
O -21.5261 8.2651 17.6786
O -19.7032 10.0267 17.6735
C -19.0478 7.6276 18.9364
H -17.1024 7.3308 17.9891
H -17.7822 5.8269 18.6764
H -19.5001 5.6382 16.9321
H -18.0377 6.1270 16.0879
H -19.8243 7.7859 15.3073
H -18.4069 8.3464 16.1569
H -19.7446 6.9365 19.4108
H -18.7519 8.2422 19.7866
C -14.4329 -1.1941 19.9302
C -12.9386 -1.3977 19.5449
C -12.1533 -1.1069 20.8612
S -12.9973 0.4171 21.5630
O -12.4169 1.6489 20.9484
O -13.0385 0.1688 22.9907
C -14.6819 -0.0159 20.8016
H -14.7362 -2.1574 20.3404
H -15.1066 -1.0465 19.0862
H -12.8415 -0.5645 18.8489
H -12.6705 -2.3034 19.0010
H -11.0815 -0.9496 20.7407
H -12.3851 -1.7995 21.6704
H -15.0216 0.8984 20.3149
H -15.3543 -0.2481 21.6274
C -18.7930 1.6673 18.5192
C -19.6517 2.8126 19.0596
C -19.0764 3.1061 20.5316
S -18.7955 1.4363 21.2522
O -20.1149 0.9854 21.7652
O -17.5636 1.4812 22.0592
C -18.5005 0.5764 19.6032
H -17.8883 2.1828 18.1970
H -19.1635 1.1878 17.6131
H -20.6986 2.5448 19.2020
H -19.5828 3.6403 18.3538
H -19.6469 3.6594 21.2776
H -18.0454 3.4543 20.4687
H -19.1455 -0.3005 19.6596
H -17.5063 0.1303 19.6303
*
```

Largest force on an atom in hartree/bohr: 0.0779
DFT total energy in eV: -268901.544
Relative energy (zero: lowest compared OMol25 entry of this formula, charge and spin) in kcal/mol: 142.0
Kohn-Sham gap in eV: 9.2748
Highest occupied orbital energy in Ha: -0.3489

***

(3)
A cluster of 2 separate species, C3H13N2O in total. Source: the Open Molecules 2025 dataset; level of theory: wB97M-V/def2-TZVPD.

ORCA input file:
```
! wB97M-V def2-TZVPD RIJCOSX def2/J DEFGRID3
* xyz 0 2
C 1.3968 0.1272 0.4393
C 0.4141 -0.7997 1.1942
C -0.8169 -0.0064 1.6047
N -1.8970 0.0004 0.6235
N 0.6696 1.0151 -0.5139
H 1.9333 0.7352 1.1683
H 2.1367 -0.3856 -0.1754
H 0.9777 -1.0887 2.0811
H 0.2295 -1.6344 0.5386
H -0.5544 0.9921 1.9479
H -1.1838 -0.4559 2.5444
H -2.6280 0.6137 0.9595
H -0.3148 1.1769 -0.2994
H -2.3268 -0.9076 0.4853
H 1.1230 1.9158 -0.6779
H 0.6159 0.5041 -1.5017
H 0.5504 -0.3226 -3.5793
H -0.4270 -1.0352 -2.5795
O 0.2685 -0.3366 -2.6369
*
```

Largest force on an atom in hartree/bohr: 0.0481
DFT total energy in eV: -8346.133
Relative energy (zero: lowest compared OMol25 entry of this formula, charge and spin) in kcal/mol: 9.3
Kohn-Sham gap (alpha / beta) in eV: 3.4624 / 10.5458
Highest occupied orbital energy (alpha / beta) in Ha: -0.0998 / -0.3709

***

(4)
A structure of composition C40H52BCsN5O2PSi. Source: the Open Molecules 2025 dataset; level of theory: wB97M-V/def2-TZVPD.

ORCA input file:
```
! wB97M-V def2-TZVPD RIJCOSX def2/J DEFGRID3
* xyz -2 1
Cs 0.4475 -0.5476 1.4669
B 2.1221 -1.7433 4.9022
N 2.3723 -0.2184 4.6539
C 3.4037 0.5190 5.0895
C 3.3100 1.7813 4.5384
C 2.1509 1.7151 3.7559
N 1.5964 0.5098 3.8322
N 2.8602 -2.5613 3.7988
C 4.1325 -2.9849 3.8241
C 4.4279 -3.5645 2.6077
C 3.2360 -3.4367 1.8844
N 2.2976 -2.8410 2.6086
H 2.6201 -2.0269 5.9737
H 0.9382 -1.9661 4.8408
H 4.1328 0.0919 5.7562
H 3.9748 2.6162 4.6778
H 1.6859 2.4848 3.1595
H 4.7378 -2.8356 4.7018
H 5.3621 -3.9892 2.2859
H 3.0229 -3.7362 0.8708
C -2.3395 -2.5017 3.0598
O -1.7861 -3.6561 2.4623
C -2.5836 -4.1737 1.4256
C -2.4371 -3.4185 0.1188
O -1.2303 -3.7905 -0.5082
C -0.9852 -3.0138 -1.6607
H -3.2584 -2.7409 3.6130
H -2.5705 -1.7287 2.3191
H -1.6013 -2.0992 3.7513
H -3.6423 -4.1850 1.7276
H -2.2573 -5.2044 1.2657
H -2.4437 -2.3352 0.2932
H -3.2949 -3.6445 -0.5389
H -1.7837 -3.1481 -2.4043
H -0.0391 -3.3429 -2.0843
H -0.9193 -1.9454 -1.4202
C -5.0134 -1.0527 -0.6496
C -5.4005 0.3987 -0.6283
C -6.7486 0.7441 -0.6839
C -7.1536 2.0695 -0.6535
C -6.2013 3.0722 -0.5613
C -4.8580 2.7359 -0.5034
C -4.4376 1.4099 -0.5417
P -2.6214 1.0251 -0.4536
C -2.1391 1.3012 -2.2077
C -3.0852 1.3869 -3.2272
C -2.7061 1.3840 -4.5622
C -1.3650 1.2827 -4.8980
C -0.4111 1.2067 -3.8944
C -0.7757 1.2302 -2.5522
C 0.2976 1.1771 -1.5069
C -1.9723 2.4321 0.4594
C -1.4371 3.5562 -0.1633
C -0.8186 4.5725 0.5410
C -0.7175 4.4244 1.9398
C -1.2569 3.3535 2.5922
C -1.9787 2.3114 1.9054
C -2.6018 1.2839 2.5826
H -5.8834 -1.6806 -0.8448
H -4.5850 -1.3446 0.3109
H -4.2586 -1.2588 -1.4100
H -7.4906 -0.0436 -0.7480
H -8.2081 2.3152 -0.6939
H -6.5014 4.1119 -0.5274
H -4.1086 3.5120 -0.4052
H -4.1379 1.4499 -2.9772
H -3.4628 1.4470 -5.3353
H -1.0585 1.2480 -5.9355
H 0.6366 1.0899 -4.1457
H 1.2108 0.7199 -1.8789
H -0.0482 0.6105 -0.6450
H 0.5335 2.1776 -1.1370
H -1.4778 3.6174 -1.2490
H -0.3809 5.4206 0.0318
H -0.1933 5.1806 2.5179
H -1.1642 3.2738 3.6702
H -3.2606 0.5943 2.0691
H -2.5727 1.2210 3.6614
C 5.3064 -0.2943 0.6669
Si 4.4980 0.5429 -0.8130
C 3.7352 2.1476 -0.1719
C 5.9451 1.0990 -1.9213
N 3.3168 -0.4558 -1.4543
C 2.9236 -0.8154 -2.6728
C 3.5160 -0.3992 -3.9056
C 3.0136 -0.7814 -5.1344
C 1.8925 -1.5995 -5.2486
C 1.2896 -2.0277 -4.0668
C 1.7822 -1.6588 -2.8343
H 6.0504 0.3520 1.1380
H 5.7966 -1.2215 0.3666
H 4.5639 -0.5573 1.4205
H 4.4672 2.8022 0.3060
H 2.9687 1.9126 0.5675
H 3.2546 2.7003 -0.9812
H 6.6516 1.6875 -1.3284
H 5.6106 1.7201 -2.7520
H 6.4827 0.2449 -2.3380
H 4.3868 0.2406 -3.8648
H 3.5077 -0.4246 -6.0340
H 1.4991 -1.8846 -6.2161
H 0.4033 -2.6541 -4.1177
H 1.2920 -1.9807 -1.9208
*
```

Largest force on an atom in hartree/bohr: 0.0104
DFT total energy in eV: -72262.669
Relative energy (zero: lowest compared OMol25 entry of this formula, charge and spin) in kcal/mol: 18.7
Kohn-Sham gap in eV: 4.5953
Highest occupied orbital energy in Ha: -0.0349

***

(5)
The molecule C4H6N2O. Source: the Open Molecules 2025 dataset; level of theory: wB97M-V/def2-TZVPD.

ORCA input file:
```
! wB97M-V def2-TZVPD RIJCOSX def2/J DEFGRID3
* xyz 0 1
C 0.0586 0.6493 2.0568
C -0.1083 0.5611 0.4507
C 0.4736 0.8066 -1.5766
C -0.1867 -0.6541 -0.1601
H -0.1400 1.7165 2.3281
H 1.2587 0.6747 2.2875
H -0.5563 -0.1157 2.7410
H 1.1090 1.2698 -2.5037
H -1.5513 -2.4273 0.1797
H -0.6017 -2.0209 1.4751
N 0.2685 1.5129 -0.4534
N -0.5377 -1.9695 0.5095
O 0.1178 -0.5099 -1.4407
*
```

Largest force on an atom in hartree/bohr: 0.1239
DFT total energy in eV: -9270.217
Relative energy (zero: lowest compared OMol25 entry of this formula, charge and spin) in kcal/mol: 75.7
SMILES string: Cc1ncoc1N
Kohn-Sham gap in eV: 9.1671
Highest occupied orbital energy in Ha: -0.3076

***

(6)
The molecule C5H8O2. Source: the Open Molecules 2025 dataset; level of theory: wB97M-V/def2-TZVPD.

ORCA input file:
```
! wB97M-V def2-TZVPD RIJCOSX def2/J DEFGRID3
* xyz 0 1
O -1.6257 1.2878 0.8556
C -1.9605 -0.0808 0.8440
C -1.0262 -0.8561 -0.0640
O 0.2575 -0.8263 0.5418
C 1.3607 -0.6026 -0.3107
C 2.0447 0.6434 0.0724
C 2.5980 1.6486 0.4405
H -0.6797 1.3317 1.0541
H -2.9873 -0.1611 0.4749
H -1.9277 -0.5203 1.8548
H -1.0075 -0.3654 -1.0497
H -1.3578 -1.8971 -0.1905
H 1.0512 -0.5453 -1.3652
H 2.0639 -1.4408 -0.2202
H 3.1082 2.5313 0.7623
*
```

Largest force on an atom in hartree/bohr: 0.0120
DFT total energy in eV: -9406.858
Relative energy (zero: lowest compared OMol25 entry of this formula, charge and spin) in kcal/mol: 68.6
SMILES string: C#CCOCCO
Kohn-Sham gap in eV: 11.0357
Highest occupied orbital energy in Ha: -0.3692

***

Repeat the third record exactly.
A cluster of 2 separate species, C3H13N2O in total. Source: the Open Molecules 2025 dataset; level of theory: wB97M-V/def2-TZVPD.

ORCA input file:
```
! wB97M-V def2-TZVPD RIJCOSX def2/J DEFGRID3
* xyz 0 2
C 1.3968 0.1272 0.4393
C 0.4141 -0.7997 1.1942
C -0.8169 -0.0064 1.6047
N -1.8970 0.0004 0.6235
N 0.6696 1.0151 -0.5139
H 1.9333 0.7352 1.1683
H 2.1367 -0.3856 -0.1754
H 0.9777 -1.0887 2.0811
H 0.2295 -1.6344 0.5386
H -0.5544 0.9921 1.9479
H -1.1838 -0.4559 2.5444
H -2.6280 0.6137 0.9595
H -0.3148 1.1769 -0.2994
H -2.3268 -0.9076 0.4853
H 1.1230 1.9158 -0.6779
H 0.6159 0.5041 -1.5017
H 0.5504 -0.3226 -3.5793
H -0.4270 -1.0352 -2.5795
O 0.2685 -0.3366 -2.6369
*
```

Largest force on an atom in hartree/bohr: 0.0481
DFT total energy in eV: -8346.133
Relative energy (zero: lowest compared OMol25 entry of this formula, charge and spin) in kcal/mol: 9.3
Kohn-Sham gap (alpha / beta) in eV: 3.4624 / 10.5458
Highest occupied orbital energy (alpha / beta) in Ha: -0.0998 / -0.3709

***

Question: What is the formula in the sixth record?
Answer: C5H8O2

***

Question: What is the formula in the second record?
Answer: C56H112O28S14